Entry 1:
One molecule with the formula C18H22N4OS2 at a distorted geometry, computed with ωB97M-V/def2-TZVPD.

XYZ file:
```
47
Properties=species:S:1:pos:R:3:forces:R:3:mulliken_charge:R:1
C -1.199 -3.341 3.338 0.1 -0.1 -0.2 -1.3635
C 0.044 -3.116 2.485 0.0 0.1 0.2 -0.3534
C 0.686 -1.746 2.712 0.0 -0.2 -0.2 -0.5361
C -0.183 -0.613 2.192 0.5 0.4 0.0 -0.4925
S 0.624 1.019 2.376 -0.4 -0.1 0.3 -0.1660
C 1.945 0.942 1.241 0.0 -0.2 -0.2 0.1299
N 2.817 1.928 1.340 -0.1 0.3 0.4 -0.5640
C 3.845 1.931 0.498 0.0 -0.3 -0.3 0.7801
C 4.819 3.052 0.618 0.0 0.0 0.0 -1.2287
C 3.998 0.922 -0.448 -0.2 -0.1 0.1 -1.1303
C 3.015 -0.061 -0.483 0.1 0.0 0.0 0.6966
S 3.127 -1.342 -1.674 0.0 -0.2 -0.1 -0.1826
C 1.745 -2.448 -1.233 0.2 0.3 -0.1 -0.0693
C 0.434 -2.068 -1.919 0.1 -0.1 0.1 0.5019
O -0.107 -2.772 -2.732 0.0 -0.2 -0.2 -0.6162
N -0.029 -0.867 -1.476 0.4 0.6 0.7 0.6660
N -1.169 -0.317 -1.926 -0.6 -0.1 -0.5 -0.9563
C -1.535 0.804 -1.452 0.9 -0.3 0.4 -0.2756
C -2.751 1.451 -1.892 -0.7 0.3 -0.3 0.9121
C -3.131 2.672 -1.334 0.2 -0.3 -0.1 -0.5065
C -4.289 3.298 -1.751 -0.2 0.1 0.0 -0.5656
C -5.081 2.716 -2.728 0.0 0.1 0.0 -0.3840
C -4.712 1.502 -3.288 0.0 0.0 0.0 -0.6171
C -3.556 0.870 -2.876 0.1 0.1 0.1 -0.3442
N 1.980 -0.050 0.356 0.1 0.0 0.0 -0.2630
H -1.562 -4.357 3.207 -0.1 -0.1 0.0 0.3975
H -0.971 -3.191 4.391 0.0 0.0 0.1 0.3109
H -1.996 -2.659 3.055 -0.1 0.1 0.0 0.3340
H -0.217 -3.228 1.429 0.1 -0.1 -0.1 0.1667
H 0.783 -3.884 2.727 0.0 0.0 -0.1 0.4026
H 0.871 -1.598 3.778 0.0 0.0 0.0 0.4139
H 1.652 -1.713 2.201 0.0 0.0 0.1 0.3045
H -1.097 -0.513 2.777 -0.1 0.0 -0.1 0.5009
H -0.444 -0.756 1.146 -0.1 -0.1 0.0 0.1911
H 4.516 3.710 1.427 0.0 0.0 0.0 0.3326
H 5.815 2.662 0.817 0.1 0.0 0.0 0.3241
H 4.857 3.614 -0.313 0.1 0.1 0.0 0.3101
H 4.829 0.895 -1.132 0.2 0.0 -0.1 0.4334
H 2.046 -3.439 -1.570 -0.1 0.1 0.0 0.4612
H 1.647 -2.424 -0.148 0.0 -0.1 0.0 -0.2633
H 0.530 -0.373 -0.762 -0.3 -0.3 -0.3 0.1255
H -0.941 1.329 -0.690 0.0 -0.1 0.0 0.2088
H -2.513 3.126 -0.572 0.1 0.0 0.1 0.3676
H -4.577 4.244 -1.315 0.0 0.1 0.0 0.3816
H -5.986 3.209 -3.053 -0.1 0.0 0.0 0.3761
H -5.330 1.050 -4.049 0.0 0.0 -0.1 0.3723
H -3.250 -0.074 -3.298 0.0 -0.1 -0.1 0.4760
```
Forces are in eV/Å.

Properties
max |F|: 1.04 eV/Å
HOMO-LUMO gap: 8.8 eV
ΔE to the lowest compared entry with this formula, charge and spin: 17.7 kcal/mol
M: 374.53 g mol⁻¹
SMILES string: CCCCSc1nc(C)cc(SCC(=O)N/N=C/c2ccccc2)n1
LUMO level: 0.0147 Eh
energy: -48701.7180 eV

---

Entry 2:
A 2-piece molecular cluster, C18H34F8N3O11P2 overall at a distorted geometry, computed with ωB97M-V/def2-TZVPD.

XYZ file:
```
76
Properties=species:S:1:pos:R:3:forces:R:3:mulliken_charge:R:1
C -1.136 0.051 2.661 0.1 0.9 0.7 -0.9956
C -0.420 1.291 2.007 -0.9 0.6 -0.7 -0.8842
C -0.183 1.127 0.452 -0.4 -0.2 2.3 -0.7347
N -1.494 0.887 -0.147 -0.1 -1.1 -0.8 0.3679
C -1.646 1.450 -1.490 1.5 0.1 1.3 -0.3990
C -1.744 3.027 -1.263 -0.9 2.6 1.6 0.7218
O -1.146 3.850 -1.952 0.9 -1.0 -1.2 -0.6885
O -2.457 3.413 -0.265 0.2 -2.2 -0.7 -0.7605
N -2.748 0.875 -2.287 -0.3 1.8 1.2 0.5395
C -3.423 -0.261 -1.657 -0.9 -1.8 0.0 -0.9528
C -2.543 -1.559 -1.707 -0.2 0.9 -0.8 -0.1329
O -3.405 -2.707 -1.920 0.6 -0.3 1.2 -0.4504
C -2.570 -3.839 -1.859 1.1 -0.1 -0.7 -0.9507
C -3.326 -5.186 -1.866 0.3 1.0 -1.4 0.9223
F -3.601 -5.490 -3.191 -0.2 0.1 1.0 -0.3184
F -2.477 -6.179 -1.444 -0.9 0.7 0.2 -0.3233
C -4.709 -5.217 -1.131 -0.3 -2.0 -0.5 0.6112
F -5.214 -6.492 -1.371 0.5 0.6 0.4 -0.3465
F -5.622 -4.396 -1.698 1.0 -0.1 0.7 -0.2217
C -4.662 -5.091 0.430 -0.8 0.6 0.1 0.6269
F -3.789 -5.953 1.011 -0.2 0.5 -0.7 -0.2776
F -5.914 -5.456 0.880 0.8 0.5 -0.4 -0.3069
C -4.400 -3.672 1.029 -0.1 0.5 1.9 0.0926
F -5.074 -2.665 0.423 0.6 -0.8 -0.1 -0.2171
F -3.057 -3.368 1.128 -0.9 -0.3 -0.8 -0.2592
P -3.806 1.977 -3.045 -2.6 -0.9 -2.8 0.7388
O -4.761 1.219 -3.902 0.7 -0.2 0.8 -0.8641
O -4.771 2.831 -1.996 1.7 -0.7 -0.4 -0.5189
O -3.039 3.000 -4.082 -0.7 -0.3 2.4 -0.4026
P -0.039 0.979 -2.437 -1.5 0.7 -3.5 1.0421
O -0.419 0.948 -3.871 0.4 0.1 0.8 -0.8616
O 0.458 -0.588 -2.070 0.8 1.9 0.8 -0.5323
O 1.181 2.089 -2.276 -0.2 -2.2 1.0 -0.5234
H -0.639 -0.149 3.641 -0.4 -0.3 -0.8 0.3663
H -1.183 -0.850 2.018 0.2 0.5 0.4 0.1004
H -2.179 0.358 2.925 0.7 -0.5 -0.3 0.2792
H 0.498 1.624 2.536 -0.4 -0.6 -0.4 0.3463
H -1.132 2.153 2.086 0.6 -0.5 0.0 0.3910
H 0.324 2.062 0.133 -0.3 -0.6 -0.2 0.3451
H 0.445 0.211 0.348 -0.1 0.8 -0.4 0.0995
H -2.270 1.129 0.464 0.3 0.6 -0.3 0.3408
H -3.801 -0.061 -0.621 0.6 -0.1 -0.6 0.1582
H -4.343 -0.543 -2.227 0.8 0.6 0.1 0.7181
H -1.903 -1.503 -2.626 -0.2 0.2 0.9 0.4156
H -1.920 -1.669 -0.790 -0.4 -0.1 -0.6 0.1656
H -1.934 -3.829 -2.787 -0.4 -0.4 0.7 0.5752
H -1.832 -3.819 -1.015 -0.9 0.0 -0.3 0.3214
H -4.763 -3.703 2.086 0.2 -0.2 -0.7 0.2624
H -4.706 2.430 -1.110 0.3 0.6 -0.2 0.3725
H -3.489 3.860 -3.970 0.6 -0.2 0.0 0.3132
H 1.403 -0.598 -2.314 -0.4 -0.4 0.0 0.2904
H 1.868 1.662 -1.731 -0.1 0.6 0.1 0.2684
C 6.432 3.789 3.072 -0.1 0.1 -0.2 -0.6946
O 6.693 3.244 1.792 0.1 0.0 0.4 -0.3215
C 7.321 1.966 1.820 0.0 -0.2 -0.4 -0.8356
C 6.356 0.862 1.413 -0.2 0.2 0.3 -0.1127
N 5.338 0.630 2.433 0.0 0.0 -0.2 -0.3083
C 4.218 -0.200 1.987 -0.1 0.2 0.2 -1.2222
C 3.379 0.283 0.798 -0.2 -0.2 0.1 -0.3038
O 2.593 1.434 1.058 0.5 -0.1 -0.2 -0.0951
C 3.291 2.667 0.985 -0.3 0.1 0.1 -0.7703
H 6.178 4.841 2.942 0.0 0.0 -0.1 0.2366
H 5.582 3.295 3.550 0.1 0.0 0.2 0.2809
H 7.311 3.723 3.720 0.0 -0.1 0.0 0.3317
H 7.781 1.759 2.792 -0.2 0.0 0.1 0.4010
H 8.125 2.002 1.080 0.0 0.0 0.0 0.3963
H 6.915 -0.064 1.247 0.0 0.0 0.0 0.3969
H 5.906 1.162 0.458 0.2 0.0 -0.1 0.1294
H 4.967 1.519 2.741 0.1 0.0 0.0 0.1086
H 3.543 -0.297 2.843 0.0 -0.1 -0.1 0.3888
H 4.592 -1.206 1.769 0.0 0.0 -0.1 0.4652
H 2.662 -0.513 0.571 0.0 0.0 0.0 0.3043
H 3.974 0.418 -0.115 0.1 0.1 0.1 0.4654
H 4.064 2.658 0.212 0.1 0.0 0.1 0.3717
H 3.721 2.920 1.957 0.2 0.1 -0.1 0.0649
H 2.569 3.447 0.736 -0.1 -0.1 0.0 0.4524
```
Forces are in eV/Å.

Properties
max |F|: 3.98 eV/Å
HOMO-LUMO gap: 7.2 eV
M: 682.41 g mol⁻¹
total charge: -1
LUMO level: 0.0776 Eh
energy: -86530.9049 eV